ORCA calculation (ωB97M-V with the def2-TZVPD basis set) on a 11-piece molecular cluster, C51H120N2O31P4 overall.

Structure (XYZ):
```
208
Properties=species:S:1:pos:R:3:forces:R:3:lowdin_charge:R:1
C 1.8426 3.4696 4.0675 -0.226 1.581 0.916 -0.071
C 0.6024 3.9301 3.2961 1.146 -2.233 -1.218 -0.247
N 0.8182 5.1758 2.5689 -0.144 -0.527 1.485 -0.172
C -0.3613 5.5156 1.7952 1.072 1.094 -1.185 -0.260
C -0.5288 4.6750 0.5447 -1.475 -0.930 0.345 -0.093
C 1.2519 6.2264 3.4666 0.572 2.329 -0.119 -0.274
C 0.2304 6.8836 4.3996 -0.984 0.660 -0.313 -0.088
H 1.8514 2.4194 4.3442 -0.241 -0.046 -0.143 0.060
H 1.8825 4.0704 4.9836 0.241 -0.360 0.218 0.074
H 2.7487 3.7451 3.5251 -0.011 -0.293 -0.181 0.066
H 0.5888 3.1427 2.5300 -0.749 0.266 -0.143 0.067
H -0.3226 3.7849 3.8642 -0.004 0.602 0.203 0.116
H -1.2868 5.6100 2.3731 -0.024 -0.186 0.065 0.121
H -0.1347 6.4886 1.3395 -0.220 0.319 0.569 0.121
H -1.3838 5.0904 0.0026 0.346 0.277 -0.353 0.074
H 0.3624 4.6135 -0.0745 0.029 0.138 0.045 0.074
H -0.9162 3.6695 0.7507 0.506 -0.151 0.133 0.059
H 1.6260 7.0816 2.8832 -0.239 -0.234 -0.600 0.111
H 2.1758 6.0731 4.0284 -0.213 -1.233 -0.020 0.107
H 0.6640 7.3473 5.2866 0.134 -0.624 0.255 0.073
H -0.6380 6.2567 4.6140 0.313 -0.243 0.462 0.063
H -0.2236 7.7638 3.9275 0.000 -0.180 -0.332 0.070
C 0.3119 0.2458 -1.8781 -0.553 -0.475 0.126 -0.104
C -0.2569 0.2952 -0.4745 0.658 0.375 0.115 -0.230
N 0.7181 -0.1673 0.5002 1.128 -0.437 1.592 -0.164
C 0.2627 0.0642 1.8995 -1.295 -0.888 -1.422 -0.231
C -0.7672 -0.9870 2.3133 -0.644 0.375 0.611 -0.091
C 2.0826 0.3921 0.3968 -0.729 -0.009 -1.233 -0.221
C 2.1350 1.9224 0.3207 0.358 -0.108 1.352 -0.049
H -0.4531 0.5427 -2.5931 0.135 0.186 -0.072 0.059
H 0.5724 -0.7831 -2.1403 -0.356 0.094 0.393 0.054
H 1.2156 0.8392 -1.9985 -0.379 0.196 -0.049 0.045
H -0.5422 1.3336 -0.2336 -0.221 0.080 -0.097 0.104
H -1.1521 -0.3237 -0.4068 -0.024 -0.001 0.048 0.115
H 1.0790 0.0196 2.6140 0.269 0.344 -0.216 0.094
H -0.2688 1.0237 1.8726 0.334 0.307 0.755 0.102
H -1.7616 -0.7189 1.9476 0.073 -0.252 -0.344 0.072
H -0.5208 -2.0096 2.0335 0.186 0.097 -0.210 0.071
H -0.9100 -0.9719 3.4004 0.183 -0.022 0.008 0.048
H 2.5905 -0.0560 -0.4642 -0.166 0.161 -0.122 0.091
H 2.6657 0.0078 1.2320 -0.156 0.183 0.224 0.095
H 3.1680 2.2084 0.5371 0.001 0.358 -0.630 0.061
H 1.5759 2.3578 1.1545 -0.041 -0.154 0.016 0.047
H 1.7164 2.4082 -0.5573 0.363 -0.278 -0.330 0.072
C -3.5855 -9.5752 1.9259 -0.252 0.488 0.296 -0.071
C -2.3690 -8.8412 1.3888 0.058 -1.002 0.045 -0.272
O -2.8055 -7.8057 0.5072 -0.040 1.221 0.067 -0.183
P -2.1485 -6.3523 0.6323 0.569 -0.435 -1.021 0.397
O -0.6935 -6.2926 0.4240 -0.675 0.095 0.122 -0.229
O -2.9461 -5.4752 -0.4531 0.184 -0.629 1.093 -0.168
C -4.3668 -5.3701 -0.3041 -1.520 -0.110 -0.704 -0.274
C -4.9222 -4.6658 -1.5424 0.485 -0.496 0.737 -0.052
O -2.6461 -5.8801 2.0629 0.039 0.099 -0.154 -0.176
C -2.1209 -4.6318 2.5364 -0.683 1.538 0.662 -0.247
C -3.2364 -3.5752 2.5848 -0.362 -0.363 -0.619 -0.073
H -3.3205 -10.3815 2.6100 0.208 -0.178 -0.297 0.077
H -4.2328 -8.9223 2.5167 0.108 0.218 -0.132 0.077
H -4.1819 -9.9395 1.0903 0.050 -0.218 0.059 0.078
H -1.7100 -8.4749 2.1775 -0.157 0.219 0.004 0.117
H -1.7837 -9.5370 0.7824 0.089 0.095 0.043 0.121
H -4.8316 -6.3566 -0.2246 0.324 -0.148 0.035 0.115
H -4.7024 -4.8253 0.5794 0.668 0.118 0.175 0.100
H -4.3026 -3.7828 -1.6695 -0.332 0.159 -0.459 0.039
H -4.8771 -5.3541 -2.3852 0.133 0.268 -0.218 0.083
H -5.9603 -4.3870 -1.3726 0.018 0.125 -0.037 0.087
H -1.7967 -4.7739 3.5649 0.405 -0.309 -0.139 0.120
H -1.3289 -4.2366 1.9036 0.339 -0.486 0.069 0.099
H -3.4637 -3.1871 1.5888 -0.060 -0.257 -0.101 0.069
H -4.1271 -4.0698 2.9754 -0.096 0.253 0.095 0.081
H -3.0273 -2.6733 3.1578 0.360 -0.313 0.375 0.064
C 5.5821 -3.4553 9.2044 0.204 0.746 -0.759 -0.068
C 4.4618 -2.4440 9.1256 0.585 0.304 0.432 -0.260
O 3.2062 -3.0266 9.4738 -0.653 -0.106 -0.394 -0.163
P 2.3211 -4.0191 8.5947 0.302 -0.318 1.153 0.388
O 0.9173 -4.0157 9.0078 0.257 0.088 -0.300 -0.222
O 2.6176 -3.6194 7.0959 0.232 -0.525 -0.221 -0.191
C 2.0020 -2.4801 6.4855 0.008 0.721 -0.085 -0.258
C 1.6554 -2.7936 5.0440 -0.040 0.043 0.398 -0.042
O 3.0729 -5.4271 8.8047 -0.125 0.961 -0.130 -0.183
C 3.0618 -6.4907 7.8578 0.604 0.319 -1.182 -0.249
C 4.2623 -6.3690 6.9011 -0.063 0.673 0.836 -0.073
H 5.5207 -4.0791 8.3120 -0.097 -0.622 0.460 0.055
H 6.5248 -2.9179 9.0582 0.037 0.022 0.377 0.079
H 5.5655 -3.9640 10.1630 0.110 -0.360 -0.197 0.088
H 4.6028 -1.6503 9.8611 -0.040 -0.106 0.086 0.122
H 4.5075 -1.9360 8.1568 -0.627 -0.260 -0.148 0.099
H 1.1090 -2.1587 7.0274 -0.064 -0.443 0.140 0.115
H 2.7058 -1.6480 6.5733 0.078 -0.067 -0.205 0.101
H 1.1511 -3.7595 5.0115 -0.111 0.057 -0.127 0.083
H 0.9711 -2.0137 4.7050 0.031 -0.090 -0.254 0.054
H 2.5271 -2.8320 4.3919 0.041 0.029 0.038 0.079
H 3.1598 -7.4186 8.4154 -0.433 0.013 0.057 0.118
H 2.1680 -6.4570 7.2312 -0.281 -0.186 0.438 0.116
H 4.4408 -5.3174 6.6702 -0.351 0.011 -0.226 0.045
H 5.1663 -6.6579 7.4396 0.058 -0.517 -0.401 0.076
H 4.0562 -6.8919 5.9699 0.380 -0.292 0.103 0.078
C -1.5850 3.0075 -3.0191 0.578 0.367 0.133 -0.053
C -1.2149 3.7385 -4.2970 0.143 -0.849 0.239 -0.230
O -2.2976 3.5414 -5.2249 -0.591 -0.138 -0.677 -0.200
P -2.8321 4.6739 -6.1922 -0.021 1.354 0.870 0.390
O -3.3290 5.8442 -5.4518 0.353 -0.040 -0.611 -0.231
O -3.9553 3.9812 -7.0622 0.649 -0.942 0.117 -0.171
C -5.0729 4.7247 -7.5467 -0.140 0.867 -0.605 -0.270
C -5.6740 4.1072 -8.7946 0.109 0.241 -0.596 -0.072
O -1.6063 4.9981 -7.1813 -0.408 -0.148 1.150 -0.154
C -0.7673 3.9357 -7.6254 -0.680 -0.895 -2.194 -0.292
C 0.3102 4.5133 -8.5040 0.790 -0.050 0.553 -0.063
H -2.2574 3.6416 -2.4420 -0.264 -0.265 -0.004 0.085
H -1.9983 2.0158 -3.1915 -0.168 0.081 -0.119 0.067
H -0.6769 2.8851 -2.4234 -0.009 0.003 0.030 0.068
H -0.9877 4.7676 -4.0171 -0.357 0.247 -0.600 0.129
H -0.3499 3.3019 -4.7988 0.218 0.019 0.340 0.099
H -5.7841 4.8976 -6.7394 -0.126 -0.452 0.017 0.120
H -4.7730 5.7362 -7.8344 0.371 -0.056 0.132 0.117
H -6.3199 4.8734 -9.2336 -0.585 -0.274 0.381 0.079
H -4.9811 3.9857 -9.6329 0.573 -0.136 0.508 0.078
H -6.1747 3.1486 -8.6780 -0.207 0.133 0.257 0.069
H -0.4085 3.2247 -6.8807 0.091 0.728 0.515 0.071
H -1.3513 3.2880 -8.2963 -0.217 0.069 0.260 0.113
H -0.0908 5.1329 -9.3022 -0.139 0.044 0.095 0.083
H 1.0163 5.0926 -7.9036 -0.005 0.154 -0.166 0.082
H 0.8680 3.6939 -8.9643 -0.034 0.008 -0.007 0.074
C -3.9732 -3.2316 -6.9484 0.804 0.158 0.436 -0.069
C -4.8821 -2.1445 -6.4075 0.267 -0.416 -1.559 -0.280
O -5.0526 -2.2355 -5.0071 -0.164 0.502 0.969 -0.169
P -4.2748 -1.2765 -3.9658 -0.122 0.145 -1.003 0.419
O -4.8596 -1.2641 -2.6234 0.075 -0.251 -0.284 -0.218
O -2.7562 -1.7378 -4.1055 -0.325 0.205 -0.618 -0.191
C -2.3473 -3.0721 -3.7542 0.420 -0.022 1.725 -0.234
C -1.7579 -2.9760 -2.3378 0.461 -0.335 -0.616 -0.056
O -4.2123 0.1289 -4.7092 0.978 -0.565 -0.076 -0.189
C -4.9621 1.2963 -4.3957 -1.179 0.132 0.686 -0.250
C -6.2106 1.3685 -5.2870 0.785 0.114 0.866 -0.050
H -2.9473 -3.0804 -6.5997 -0.053 -0.072 0.057 0.064
H -4.3026 -4.2195 -6.6273 -0.090 -0.011 -0.141 0.083
H -3.9156 -3.1684 -8.0356 -0.230 -0.109 -0.018 0.075
H -4.5135 -1.1740 -6.7453 0.038 0.128 0.421 0.109
H -5.8248 -2.2989 -6.9397 -0.413 0.212 0.694 0.119
H -3.1626 -3.7955 -3.7824 -0.268 0.244 -0.087 0.105
H -1.5721 -3.4607 -4.4125 -0.071 0.568 -0.456 0.120
H -2.5045 -2.7143 -1.5930 -0.041 -0.153 0.033 0.063
H -1.2381 -3.9081 -2.1043 -0.351 -0.087 0.293 0.085
H -0.9808 -2.2121 -2.3143 -0.114 0.145 -0.141 0.052
H -5.2879 1.2226 -3.3531 0.007 -0.043 -0.018 0.113
H -4.3468 2.1927 -4.4354 0.380 -0.281 -0.508 0.097
H -6.6394 2.3637 -5.1654 -0.165 -0.048 -0.166 0.077
H -5.9471 1.1856 -6.3260 -0.119 0.009 -0.058 0.072
H -6.8987 0.6235 -4.8895 -0.241 -0.026 -0.428 0.079
C 4.0476 5.5639 1.1995 0.047 -0.256 1.633 -0.027
O 4.7364 4.4413 0.6571 0.338 0.603 -1.497 -0.011
C 5.5632 3.7097 1.3923 -0.236 0.259 0.771 -0.643
O 5.8028 3.8411 2.5680 -0.037 0.103 -0.153 0.121
O 6.0310 2.7735 0.5912 0.631 -0.385 -1.011 -0.004
C 6.8904 1.7341 1.0796 -0.597 -0.169 0.475 -0.013
H 3.6165 6.2490 0.4744 -0.060 -0.832 -0.704 0.096
H 4.6872 6.2258 1.7891 0.246 -0.485 0.242 0.099
H 3.2974 5.0789 1.8230 -0.416 0.882 0.121 0.067
H 7.5930 1.4265 0.3110 -0.096 0.393 -0.249 0.093
H 6.2266 0.8965 1.2849 0.260 -0.181 0.268 0.084
H 7.4245 2.0314 1.9778 -0.103 0.086 0.054 0.098
C -0.5740 0.2640 -5.9863 0.508 0.776 0.321 -0.008
O -1.0691 -0.7633 -6.8348 -0.190 -0.176 0.398 0.029
C -1.3844 -0.4068 -8.0718 0.291 0.606 -0.387 -0.614
O -1.4671 0.7228 -8.4841 -0.046 0.045 -0.257 0.124
O -1.5425 -1.5082 -8.7771 0.020 -1.407 0.340 -0.009
C -1.7570 -1.4902 -10.1821 -0.090 0.857 0.109 -0.025
H 0.5147 0.2029 -5.9637 -0.253 -0.304 0.017 0.077
H -0.9630 0.1793 -4.9753 -0.182 -0.485 -0.098 0.089
H -0.8172 1.2675 -6.3333 -0.325 -0.215 -0.217 0.071
H -0.9758 -0.8965 -10.6564 -0.154 0.084 -0.111 0.098
H -2.7438 -1.0681 -10.3708 0.082 0.036 -0.278 0.099
H -1.7013 -2.5120 -10.5424 -0.026 -0.074 0.237 0.094
C 6.6040 -2.3865 5.3832 -0.261 -0.140 1.391 -0.038
O 6.3238 -1.4319 4.3758 0.735 0.139 -0.346 0.024
C 5.4311 -0.4973 4.6707 -1.015 -0.252 0.314 -0.614
O 4.7970 -0.4262 5.6917 -0.047 -0.020 0.343 0.119
O 5.2720 0.2970 3.6318 0.397 -0.476 -1.592 0.011
C 4.0721 1.0454 3.5293 -0.445 0.852 1.464 -0.043
H 5.8887 -3.2074 5.3420 0.138 -0.146 -0.309 0.096
H 6.4927 -1.9728 6.3892 -0.105 0.303 -0.184 0.083
H 7.6342 -2.7256 5.3387 -0.038 -0.031 -0.649 0.098
H 4.1344 1.7905 4.3212 -0.275 0.318 -0.247 0.098
H 3.1536 0.4845 3.7165 0.311 -0.524 0.028 0.085
H 3.9565 1.5251 2.5625 0.626 -0.125 -0.090 0.075
C 2.3806 1.9018 -7.0043 -0.879 1.662 -0.086 -0.054
O 2.8057 0.7739 -6.2964 1.224 -0.774 -0.701 0.012
C 2.6132 0.7433 -4.9892 -0.097 -0.118 0.131 -0.627
O 1.9361 1.5210 -4.3721 -0.014 0.246 0.278 0.128
O 3.2512 -0.3215 -4.5025 -0.119 0.024 -0.360 0.033
C 2.9750 -0.5934 -3.1402 0.764 -0.727 0.967 -0.055
H 1.2886 1.9362 -6.9822 0.166 0.163 -0.180 0.064
H 2.7241 1.9435 -8.0364 0.115 -0.959 0.054 0.101
H 2.7633 2.8436 -6.5966 -0.089 -0.234 0.470 0.110
H 3.4043 0.1760 -2.4958 -0.525 0.366 -0.129 0.098
H 3.5223 -1.4842 -2.8255 0.123 -0.145 -0.650 0.106
H 1.9269 -0.8083 -2.9433 0.619 0.409 -0.472 0.054
C -0.2737 0.6615 6.2401 0.694 -0.689 -0.243 -0.052
O -0.5637 2.0191 5.9693 -0.210 0.593 -0.059 -0.016
C -0.3957 2.8560 7.0145 -0.341 -1.396 -0.324 -0.627
O -0.1514 2.4707 8.1191 0.242 0.373 0.722 0.147
O -0.5918 4.0820 6.5953 0.367 0.421 -0.273 -0.004
C -0.6462 5.1198 7.5709 -0.992 0.346 0.139 -0.022
H 0.7299 0.5737 6.6616 -0.066 -0.025 0.077 0.098
H -0.2822 0.1590 5.2732 -0.053 0.106 -0.016 0.068
H -0.9709 0.1417 6.8968 -0.191 0.437 0.118 0.106
H 0.1581 5.1777 8.3014 0.361 -0.354 -0.418 0.102
H -1.5746 5.0084 8.1369 0.039 0.025 -0.007 0.103
H -0.7209 6.0101 6.9535 0.184 0.166 0.303 0.073
```
Forces are in eV/Å.

Computed properties:
Total charge: 0
HOMO level (Eh): -0.3091
Maximum force (hartree/bohr): 0.054
Total energy (eV): -158450.305
Frontier orbital gap (eV): 8.90
LUMO (hartree): 0.01792
Spin multiplicity: 1